1.
# C39H29N15OSTc

A molecular structure, C39H29N15OSTc (wB97M-V/def2-TZVPD, OMol25).

Geometry (Å):
Tc 0.000 0.588 0.277
C 4.292 -2.402 4.335
C 5.172 -2.272 3.262
C 4.739 -1.835 2.019
C 3.392 -1.541 1.883
C 2.630 -0.956 0.809
N 1.328 -0.750 1.196
C 1.240 -1.145 2.508
N 0.163 -1.052 3.251
C -0.785 -0.182 3.036
C -2.035 -0.129 3.759
C -2.629 -0.967 4.688
C -3.884 -0.609 5.162
C -4.534 0.539 4.713
C -3.941 1.388 3.790
C -2.683 1.045 3.327
C -1.807 1.667 2.365
N -2.012 2.843 1.842
C -1.340 3.319 0.833
N -0.589 2.573 -0.027
C -0.035 3.433 -0.931
N 0.788 3.095 -1.885
C 1.489 1.995 -1.886
N 1.677 1.163 -0.814
C 2.624 0.238 -1.165
N 3.130 -0.665 -0.366
C 3.016 0.431 -2.541
C 3.854 -0.277 -3.390
C 3.927 0.141 -4.710
C 3.190 1.232 -5.169
C 2.359 1.951 -4.323
C 2.279 1.537 -3.003
C -0.474 4.789 -0.679
C -0.187 6.002 -1.283
C -0.749 7.143 -0.720
C -1.568 7.071 0.403
C -1.859 5.856 1.014
C -1.303 4.718 0.458
N -0.695 0.886 2.174
C 2.502 -1.664 2.970
C 2.945 -2.095 4.211
H 4.674 -2.721 5.291
H 6.216 -2.499 3.406
H 5.421 -1.703 1.194
H -2.136 -1.866 5.024
H -4.372 -1.230 5.897
H -5.521 0.770 5.083
H -4.431 2.276 3.429
H 4.419 -1.120 -3.029
H 4.560 -0.393 -5.401
H 3.267 1.520 -6.205
H 1.780 2.793 -4.661
H 0.451 6.057 -2.150
H -0.542 8.108 -1.158
H -1.987 7.979 0.808
H -2.491 5.800 1.885
H 2.269 -2.158 5.047
C -2.222 -5.650 0.587
C -2.780 -4.291 0.450
N -4.017 -3.992 0.242
N -4.087 -2.654 0.180
C -2.879 -2.079 0.332
S -2.594 -0.434 0.300
N -2.023 -3.130 0.514
N -0.655 -3.011 0.709
H -3.043 -6.359 0.527
H -1.720 -5.772 1.547
H -1.517 -5.869 -0.216
H -4.971 -2.190 0.030
H -0.432 -2.933 1.701
H -0.190 -3.831 0.327
C 0.118 -2.035 -4.980
N -0.199 -1.176 -3.870
C -1.101 -0.056 -3.975
C -1.137 0.444 -2.538
O -1.796 1.338 -2.081
N -0.258 -0.329 -1.808
C 0.267 -1.253 -2.623
N 1.117 -2.203 -2.218
H -0.752 -2.102 -5.629
H 0.355 -3.038 -4.631
H 0.955 -1.647 -5.565
H -2.100 -0.348 -4.309
H -0.713 0.708 -4.658
H 1.508 -2.125 -1.294
H 1.661 -2.701 -2.904

## Properties
**LUMO energy (alpha / beta)**: -6.823 / -7.312 eV
**Max |F|**: 1.93 eV/Å
**2S+1**: 4
**Total charge**: +2
**Energy above the lowest of the compared OMol25 structures with the same formula, charge and spin**: 20.7 kcal/mol
**HOMO level (alpha / beta)**: -11.57 / -13.21 eV

2.
# C39H30N2O4P2Pd

A molecular structure, C39H30N2O4P2Pd (wB97M-V/def2-TZVPD, OMol25).

Geometry (Å):
Pd -0.697 0.159 -0.670
N 1.206 2.443 -0.478
P 1.429 0.759 -0.539
C 3.021 0.432 -1.277
C 4.149 1.062 -0.749
C 5.391 0.794 -1.294
C 5.511 -0.105 -2.348
C 4.391 -0.735 -2.866
C 3.138 -0.463 -2.333
C 1.672 0.301 1.213
C 2.094 -0.999 1.492
C 2.269 -1.409 2.802
C 2.025 -0.524 3.846
C 1.606 0.768 3.572
C 1.430 1.182 2.258
P -0.486 2.693 -0.529
C -0.723 4.385 0.044
C -1.473 4.619 1.192
C -1.640 5.915 1.661
C -1.049 6.972 0.988
C -0.304 6.742 -0.163
C -0.147 5.454 -0.641
C -0.910 2.855 -2.299
C -0.077 2.405 -3.316
C -0.467 2.509 -4.644
C -1.699 3.059 -4.963
C -2.542 3.499 -3.951
C -2.153 3.395 -2.627
H 1.848 3.142 -0.831
H 4.054 1.743 0.089
H 6.270 1.277 -0.889
H 6.488 -0.318 -2.761
H 4.487 -1.436 -3.684
H 2.255 -0.949 -2.732
H 2.275 -1.699 0.684
H 2.590 -2.421 3.010
H 2.153 -0.849 4.870
H 1.411 1.458 4.382
H 1.108 2.196 2.053
H -1.929 3.788 1.718
H -2.233 6.095 2.547
H -1.172 7.982 1.355
H 0.142 7.571 -0.696
H 0.406 5.280 -1.558
H 0.900 1.992 -3.086
H 0.192 2.156 -5.426
H -2.005 3.141 -5.997
H -3.507 3.922 -4.195
H -2.830 3.725 -1.847
O -4.701 -0.808 -0.633
C -3.576 -0.692 -0.185
O -2.692 0.104 -0.704
C -3.213 -1.486 1.064
C -4.105 -2.472 1.482
C -3.828 -3.257 2.588
C -2.638 -3.041 3.262
C -1.729 -2.072 2.886
C -2.044 -1.285 1.790
N -2.328 -3.876 4.440
O -1.281 -3.666 5.020
O -3.136 -4.722 4.763
H -5.014 -2.613 0.913
H -4.507 -4.024 2.925
H -0.804 -1.944 3.428
H -1.354 -0.512 1.477
C -0.333 -1.700 -0.916
C -0.244 -2.898 -0.765
C -0.130 -4.312 -0.568
C -1.241 -5.136 -0.765
C -1.153 -6.498 -0.530
C 0.040 -7.058 -0.096
C 1.151 -6.248 0.097
C 1.066 -4.885 -0.134
H -2.171 -4.691 -1.093
H -2.022 -7.124 -0.683
H 0.104 -8.120 0.096
H 2.085 -6.678 0.433
H 1.928 -4.249 0.023

## Properties
**LUMO energy**: -0.243 eV
**Max |F|**: 1.74 eV/Å
**Energy above the lowest of the compared OMol25 structures with the same formula, charge and spin**: 18.0 kcal/mol
**HOMO level**: -7.98 eV

3.
# C39H31BCl2F3MgN5O2Sb

A molecular structure, C39H31BCl2F3MgN5O2Sb (wB97M-V/def2-TZVPD, OMol25).

Geometry (Å):
Mg -2.525 -1.710 0.303
B -0.941 -2.713 2.804
N -2.259 -3.523 2.729
C -2.840 -4.345 3.608
C -4.072 -4.732 3.108
C -4.156 -4.069 1.881
N -3.067 -3.346 1.667
N -1.293 -1.209 3.024
C -0.936 -0.343 3.979
C -1.505 0.888 3.696
C -2.217 0.662 2.517
N -2.077 -0.597 2.122
H -0.263 -3.097 3.724
H -0.403 -2.800 1.720
H -2.326 -4.601 4.520
H -4.785 -5.402 3.552
H -4.939 -4.084 1.139
H -0.295 -0.664 4.784
H -1.407 1.808 4.245
H -2.807 1.347 1.928
Cl -6.039 -3.597 -2.736
C -5.429 -1.979 -2.346
Cl -4.744 -1.190 -3.781
C -4.351 -2.021 -1.266
O -3.439 -2.860 -1.309
O -4.432 -1.134 -0.380
H -6.268 -1.378 -2.016
N -1.266 -0.807 -0.970
C -0.913 -0.345 -2.072
C -0.106 -1.157 -3.058
C 1.047 -0.674 -3.667
C 1.810 -1.491 -4.490
C 1.413 -2.798 -4.732
C 0.259 -3.287 -4.132
C -0.488 -2.477 -3.293
C -1.221 1.093 -2.467
C -1.221 1.561 -3.779
C -1.509 2.889 -4.062
C -1.802 3.776 -3.037
C -1.830 3.315 -1.726
C -1.548 1.988 -1.451
H 1.369 0.343 -3.477
H 2.718 -1.106 -4.939
H 2.003 -3.435 -5.380
H -0.059 -4.307 -4.314
H -1.379 -2.850 -2.802
H -1.004 0.879 -4.590
H -1.507 3.230 -5.090
H -2.023 4.813 -3.259
H -2.080 3.995 -0.919
H -1.589 1.590 -0.442
F 1.018 6.240 3.746
C 1.070 5.038 3.121
C 0.278 4.828 2.012
C 0.338 3.589 1.389
C 1.182 2.578 1.845
C 1.953 2.836 2.974
C 1.906 4.062 3.623
Sb 1.075 0.657 0.878
C 2.741 -0.213 1.908
C 4.019 0.346 1.925
C 5.064 -0.259 2.606
C 4.809 -1.443 3.271
F 5.824 -2.039 3.940
C 3.566 -2.038 3.276
C 2.536 -1.411 2.585
C 2.223 1.214 -0.853
C 3.222 0.364 -1.320
C 3.947 0.655 -2.468
C 3.640 1.811 -3.155
F 4.333 2.105 -4.282
C 2.643 2.672 -2.745
C 1.939 2.361 -1.590
H -0.372 5.615 1.655
H -0.306 3.419 0.533
H 2.606 2.069 3.372
H 2.502 4.265 4.502
H 4.208 1.273 1.395
H 6.058 0.167 2.629
H 3.413 -2.970 3.803
H 1.559 -1.880 2.579
H 3.455 -0.549 -0.785
H 4.720 -0.004 -2.836
H 2.422 3.558 -3.325
H 1.153 3.038 -1.276

## Properties
**LUMO energy**: 2.470 eV
**Max |F|**: 0.61 eV/Å
**Total charge**: -1
**HOMO level**: -4.48 eV

4.
# C39H31BiN3O4PS2

A molecular structure, C39H31BiN3O4PS2 (wB97M-V/def2-TZVPD, OMol25).

Geometry (Å):
Bi -9.775 -4.657 18.681
S -8.975 -2.731 20.342
C -10.510 -2.021 20.907
C -10.358 -1.054 21.819
C -11.428 -0.397 22.387
C -11.209 0.551 23.474
N -10.932 1.181 24.420
C -12.693 -0.700 21.912
C -12.874 -1.660 20.966
C -11.800 -2.409 20.471
S -12.111 -3.820 19.540
C -13.892 -0.025 22.411
N -14.882 0.447 22.672
H -9.370 -0.835 22.256
H -13.844 -1.900 20.669
C -14.467 -6.947 17.578
C -13.437 -5.850 17.105
C -13.950 -5.023 15.899
C -12.022 -6.423 16.869
C -12.038 -7.409 15.624
O -11.478 -6.598 14.550
C -10.743 -5.639 15.229
N -10.931 -5.560 16.513
C -9.788 -4.879 14.439
C -9.466 -5.296 13.168
C -8.546 -4.631 12.345
C -7.946 -3.530 12.826
C -8.280 -3.062 14.027
C -9.129 -3.701 14.916
P -9.701 -2.975 16.478
C -11.243 -2.120 16.158
C -11.709 -1.325 17.246
C -12.993 -0.738 17.225
C -13.640 -0.733 16.028
C -13.135 -1.408 14.928
C -11.976 -2.184 15.015
C -8.513 -1.558 16.618
C -7.194 -1.873 17.020
C -6.236 -0.869 17.215
C -6.685 0.460 17.098
C -8.001 0.752 16.774
C -8.913 -0.246 16.537
H -15.323 -6.447 18.069
H -14.024 -7.540 18.428
H -14.783 -7.633 16.772
H -13.255 -5.219 17.976
H -13.404 -5.311 15.000
H -13.723 -3.949 16.032
H -15.018 -5.051 15.753
H -11.733 -7.044 17.739
H -13.002 -7.718 15.302
H -11.449 -8.247 15.827
H -9.979 -6.201 12.821
H -8.369 -4.996 11.343
H -7.183 -2.922 12.323
H -7.899 -2.164 14.445
H -11.119 -1.338 18.145
H -13.363 -0.318 18.105
H -14.588 -0.215 15.804
H -13.785 -1.612 14.105
H -11.589 -2.734 14.152
H -6.964 -2.900 17.106
H -5.161 -1.183 17.312
H -6.086 1.317 17.289
H -8.341 1.840 16.677
H -9.886 -0.071 16.120
O -6.214 -5.620 15.039
C -6.344 -6.950 15.301
C -5.630 -7.831 14.507
C -5.805 -9.195 14.622
C -6.743 -9.747 15.481
C -7.407 -8.867 16.333
C -7.168 -7.478 16.316
C -7.912 -6.600 17.236
O -8.642 -7.057 18.144
O -7.678 -5.335 17.177
H -6.756 -5.140 15.738
H -4.983 -7.455 13.765
H -5.287 -9.828 13.914
H -6.958 -10.798 15.520
H -8.122 -9.262 17.060

## Properties
**LUMO energy**: -0.910 eV
**Max |F|**: 4.23 eV/Å
**Energy above the lowest of the compared OMol25 structures with the same formula, charge and spin**: 9.8 kcal/mol
**HOMO level**: -8.26 eV

> Which value of max |F| does entry 2 give?

1.74 eV/Å

> Which value of max |F| does entry 3 give?

0.61 eV/Å

> The highest max |F| belongs to which entry?

C39H31BiN3O4PS2